12
Properties=species:S:1:pos:R:3:forces:R:3 method="wB97M-V/def2-TZVPD" multiplicity=1 smiles="CC=O.O=CO" de_lowest_ev=1.336 orbital_gap_ev=10.423 lumo_energy_ev=0.68 homo_energy_ev=-9.74
C 1.4464 -0.0640 -1.5957 -1.6009 0.7802 0.7462
C 0.8509 -0.1882 -0.1496 1.6698 -2.7661 -2.4063
O 0.7326 -1.2670 0.3939 -0.2435 0.9233 0.0229
H 1.9169 -0.9365 -2.0550 -0.3182 -0.0158 0.4708
H 2.1360 0.7557 -1.5258 0.6933 0.4096 -0.1207
H 0.6313 0.3513 -2.2454 0.5298 -0.5350 0.4214
H 0.6108 0.7395 0.3001 -0.3829 1.1322 0.7525
O -1.7771 0.8569 -0.0400 0.0247 -0.6009 1.1074
C -1.7941 0.1807 0.9528 0.1122 0.0666 0.5965
O -1.0726 0.4957 2.0946 -1.1506 -0.5101 -0.7305
H -2.3745 -0.7732 1.0739 0.3264 0.6534 -0.1957
H -1.3065 -0.1510 2.7962 0.3398 0.4626 -0.6646